No. 1
{"formula": "H24O16S", "method": "ωB97M-V/def2-TZVPD", "e_lumo_ev": 5.33, "spin_multiplicity": 1, "energy_ha": -1616.554180, "charge": -2, "orbital_gap_ev": 9.72, "symbols": ["S", "O", "O", "O", "O", "O", "H", "H", "O", "H", "H", "O", "H", "H", "O", "H", "H", "O", "H", "H", "O", "H", "H", "O", "H", "H", "O", "H", "H", "O", "H", "H", "O", "H", "H", "O", "H", "H", "O", "H", "H"], "coordinates": [[0.0934, -0.0371, -0.1179], [-0.5677, 0.3118, -1.3771], [-0.4064, -1.3442, 0.3351], [1.5601, -0.1256, -0.3415], [-0.1836, 0.9285, 0.9432], [1.3430, 3.0205, 1.2310], [2.1967, 2.6093, 1.0957], [0.7283, 2.2882, 1.2760], [3.2245, 0.1049, -2.1670], [3.2681, 1.0591, -2.2276], [2.6943, -0.0621, -1.3878], [-2.7868, 1.7127, -1.4494], [-3.0452, 1.6938, -0.5279], [-1.9591, 1.2328, -1.4764], [3.5595, 1.3960, 0.7424], [2.9316, 0.7677, 0.3857], [3.6992, 2.0243, 0.0338], [-1.4491, -0.8214, -3.4910], [-1.0034, -0.3289, -2.8017], [-2.3250, -0.9848, -3.1412], [-2.5757, 1.7468, 1.2283], [-2.4585, 2.5687, 1.7046], [-1.6858, 1.4550, 1.0307], [2.2836, -2.2513, 0.7127], [1.5021, -2.4912, 1.2107], [1.9772, -1.5953, 0.0866], [-2.8909, -1.4462, -0.0809], [-1.9482, -1.4646, 0.0840], [-3.0045, -1.9580, -0.8817], [-0.8246, -2.2716, 2.7510], [-0.6969, -1.7914, 1.9328], [-1.7287, -2.5831, 2.7078], [0.0147, -3.8541, 0.2165], [0.2088, -3.8335, -0.7206], [-0.1881, -2.9456, 0.4396], [0.4277, 1.9727, -2.9092], [0.4370, 2.6621, -2.2452], [0.0177, 1.2255, -2.4736], [-0.2257, 0.7263, 3.5069], [-0.0382, 0.9103, 2.5865], [-0.1756, -0.2271, 3.5761]], "atomic_forces_ev_per_a": [[1.4647, -0.2684, -0.4757], [0.0028, -0.4130, 1.1888], [0.3705, 0.2551, -0.0277], [-1.6450, 0.7077, 0.4876], [0.0032, 0.2156, -0.6863], [0.0532, 1.5094, 0.0997], [0.2874, -0.3764, 0.2557], [-0.1458, -0.2574, -0.2240], [1.4343, -0.0033, -1.1002], [-0.2294, 0.1264, -0.1886], [-0.5256, -0.1050, -0.0427], [-0.9356, 0.6488, -1.0646], [-0.0125, -0.0049, 0.4953], [0.1184, -0.1424, 0.0767], [0.8715, 0.6866, 0.5466], [-0.6025, -0.6003, -0.1120], [0.1899, -0.0200, -0.3062], [-0.3489, -0.7485, -1.2600], [0.0819, -0.1185, 0.3847], [-0.1420, 0.1849, 0.1585], [-1.6219, 0.5084, 0.5411], [0.0304, 0.1295, 0.1052], [0.7182, -0.3288, 0.0303], [1.1058, -1.1211, 0.7584], [0.0636, -0.2450, 0.0499], [0.0543, 0.2379, -0.0573], [-1.7151, -0.2098, -0.0495], [0.6212, 0.0425, 0.0363], [-0.0172, -0.0687, -0.1376], [0.0972, -0.4451, 1.1875], [0.0395, 0.4774, -0.5384], [-0.1984, -0.0065, -0.0538], [-0.3220, -1.6450, 0.0694], [0.1610, 0.1630, -0.1187], [-0.0533, 0.2150, -0.2712], [0.8378, 1.2284, -1.3103], [-0.1262, 0.0737, 0.2149], [0.1267, -0.0572, 0.3106], [0.0493, 0.3165, 1.3202], [0.0022, -0.1674, -0.2360], [-0.1438, -0.3737, -0.0565]]}



No. 2
{"formula": "H21O10", "method": "ωB97M-V/def2-TZVPD", "s2": 0.757, "e_lumo_ev": [-6.42, -14.38], "spin_multiplicity": 2, "energy_ha": -764.161027, "charge": 2, "orbital_gap_ev": [11.33, 3.21], "symbols": ["O", "H", "H", "O", "H", "H", "O", "H", "H", "O", "H", "H", "O", "H", "H", "O", "H", "H", "O", "H", "H", "O", "H", "H", "O", "H", "O", "H", "H", "H", "H"], "coordinates": [[-2.2956, -0.4444, 1.2913], [-2.9304, -0.9894, 1.6451], [-0.6009, -2.4916, 1.0402], [-0.8922, -1.9187, -1.0466], [0.0393, -2.0631, -1.0483], [-1.3762, -2.5555, -1.3451], [-1.9527, 1.3249, -1.5278], [-1.3814, 0.6824, -2.0678], [-2.8105, 1.4545, -1.9579], [1.3289, 0.2031, -3.5438], [1.6463, -0.6042, -4.0697], [0.6639, 0.5790, -4.1535], [-0.1199, -0.3159, 2.8569], [-0.4912, 0.2361, 3.6437], [0.7339, 0.2344, 2.0674], [-1.7095, 2.7775, 0.8903], [-2.3048, 2.7183, 0.1419], [-1.4652, 3.7031, 0.8086], [2.3124, 1.4421, -0.6955], [1.7225, 1.3203, -1.5198], [2.6428, 2.3231, -0.9513], [1.6943, 0.5720, 1.4178], [1.8462, -0.2128, 0.8195], [-2.4834, -0.3538, 0.3899], [-0.8604, -2.6311, 1.8494], [-0.9213, -0.4683, 2.2715], [3.2534, -1.1546, 0.1818], [3.2786, -0.5698, -0.6606], [1.2564, 1.1917, 0.7474], [-1.6433, -3.0730, 1.6699], [3.8202, -0.9163, 0.8549]], "atomic_forces_ev_per_a": [[2.7894, 1.5366, 1.1405], [-2.8565, -2.0660, 1.6247], [3.1762, 1.6452, -7.7440], [3.2913, 7.0580, 3.8545], [0.8516, -0.7127, -0.6750], [-3.9922, -6.4467, -3.2608], [0.9737, -1.2780, -0.4660], [-1.5675, 1.4009, 0.9386], [0.3904, -0.2991, -0.4099], [-0.1118, -1.5139, -1.3616], [-0.4606, 1.6958, 1.1971], [0.5076, -0.0653, 0.3350], [-1.8557, 1.5503, 0.9435], [1.2282, -1.1851, -1.7774], [1.4478, 0.1676, 0.3904], [0.2647, -0.1968, 0.1838], [-0.5520, -0.7358, -0.6859], [0.4524, 0.8067, 0.5502], [-1.6221, 0.9766, -3.3234], [1.2018, -0.3587, 1.3800], [0.4350, -0.2014, 0.5723], [-3.7419, -0.1914, 0.0697], [1.2067, 0.0205, 0.4511], [-0.1916, 0.4308, -2.9184], [-0.5081, 0.2387, 7.2766], [0.9261, 0.1969, 0.8584], [-3.3005, -0.2727, -4.4331], [0.7958, -1.1193, 2.5645], [1.4607, -0.2703, 0.8156], [-3.0456, -2.0848, 0.1696], [2.4069, 1.2733, 1.7394]]}



No. 3
{"formula": "C20H32B2FeN4O6PS2", "method": "ωB97M-V/def2-TZVPD", "s2": 0.849, "e_lumo_ev": [0.01, 0.67], "spin_multiplicity": 2, "energy_ha": -3903.116842, "charge": 0, "orbital_gap_ev": [7.69, 8.39], "symbols": ["Fe", "C", "N", "C", "C", "N", "B", "N", "C", "C", "N", "C", "C", "S", "C", "S", "H", "H", "H", "H", "H", "H", "H", "H", "H", "H", "H", "H", "C", "C", "C", "O", "H", "H", "H", "H", "H", "H", "H", "C", "O", "P", "O", "C", "O", "C", "H", "H", "H", "H", "H", "H", "H", "H", "H", "O", "B", "O", "C", "C", "C", "C", "C", "C", "H", "H", "H", "H"], "coordinates": [[0.0045, 0.0859, 0.0790], [1.1610, 1.1360, -3.1462], [1.7326, 2.0524, -2.1752], [1.8562, 3.4132, -2.3301], [2.4125, 3.8811, -1.1884], [2.6282, 2.8202, -0.3452], [3.2868, 2.9765, 1.0561], [2.4425, 2.3418, 2.2270], [3.0702, 2.2094, 3.4452], [2.1304, 2.0257, 4.3964], [0.9161, 2.0189, 3.7473], [-0.3729, 2.0169, 4.4049], [1.1235, 2.1990, 2.4215], [-0.1472, 2.2052, 1.2579], [2.2013, 1.7138, -0.9557], [2.2170, 0.1016, -0.3297], [1.1059, 1.6509, -4.1028], [0.1638, 0.8284, -2.8358], [1.7885, 0.2534, -3.2282], [1.5365, 3.9135, -3.2257], [2.6684, 4.8816, -0.8941], [4.3738, 2.4584, 1.0778], [3.3477, 4.1657, 1.2583], [4.1400, 2.2763, 3.5228], [2.2087, 1.8901, 5.4597], [-0.3885, 1.2431, 5.1692], [-1.1372, 1.8161, 3.6610], [-0.5564, 2.9859, 4.8701], [-1.9509, 2.6201, -1.6275], [-2.5043, 1.4855, -0.7739], [-3.8410, 1.0031, -1.3253], [-1.6316, 0.3798, -0.7304], [-2.5789, 3.5083, -1.5368], [-1.9412, 2.3223, -2.6800], [-0.9378, 2.8870, -1.3269], [-2.6596, 1.8594, 0.2506], [-3.6932, 0.5873, -2.3241], [-4.5613, 1.8212, -1.3910], [-4.2560, 0.2187, -0.6917], [0.1773, -1.7611, 4.1839], [0.0841, -0.8411, 3.0854], [0.0449, -1.4297, 1.5935], [1.2682, -2.4465, 1.6923], [1.8174, -3.1537, 0.5771], [-1.1792, -2.4658, 1.6481], [-2.5193, -1.9431, 1.6059], [1.2189, -2.0279, 4.3526], [-0.4025, -2.6632, 3.9878], [-0.2260, -1.2586, 5.0597], [2.6333, -2.5778, 0.1443], [1.0643, -3.3550, -0.1835], [2.1916, -4.0993, 0.9622], [-3.1505, -2.7316, 1.2059], [-2.5767, -1.0754, 0.9479], [-2.8381, -1.6804, 2.6161], [0.4040, -1.6950, -2.2974], [-0.3528, -1.4828, -1.1316], [-1.4225, -2.3938, -1.1135], [-1.3559, -3.0906, -2.2843], [-2.1975, -4.0719, -2.7572], [-1.8850, -4.6216, -4.0007], [-0.7757, -4.2000, -4.7230], [0.0727, -3.2061, -4.2338], [-0.2484, -2.6697, -3.0087], [-3.0593, -4.3948, -2.1899], [-2.5215, -5.3941, -4.4111], [-0.5647, -4.6512, -5.6832], [0.9410, -2.8717, -4.7848]], "atomic_forces_ev_per_a": [[-0.2672, 0.1860, 0.1412], [-0.0038, 0.0453, -0.0456], [0.0424, 0.0572, 0.0791], [-0.0152, 0.0072, 0.0081], [-0.0512, 0.0242, 0.0180], [-0.0355, 0.0094, -0.0426], [0.0094, -0.0170, -0.0152], [-0.0459, 0.0087, 0.0075], [0.0004, 0.0110, 0.0589], [0.0125, -0.0436, -0.0215], [0.0216, 0.1487, 0.0548], [0.0190, -0.1536, 0.0312], [0.0702, -0.0303, -0.0490], [-0.0439, 0.0204, -0.1881], [0.0696, -0.0155, -0.0435], [0.0487, -0.1657, 0.2026], [0.0036, -0.0059, 0.0027], [-0.0173, 0.0099, -0.0090], [-0.0201, -0.0085, 0.0086], [-0.0010, 0.0141, -0.0062], [0.0079, 0.0152, -0.0052], [0.0041, -0.0719, -0.0078], [0.0282, 0.0253, -0.0002], [0.0091, 0.0044, 0.0097], [0.0062, 0.0031, 0.0160], [-0.0137, -0.0388, 0.0158], [-0.0153, -0.0240, 0.0058], [-0.0199, -0.0001, -0.0299], [-0.0018, -0.0454, -0.0796], [-0.0456, -0.0008, 0.2386], [0.0353, 0.0141, 0.0423], [0.0085, -0.2014, -0.3584], [-0.0038, 0.0209, 0.0016], [0.0266, -0.0292, -0.0083], [-0.0021, 0.0098, 0.0511], [0.0173, 0.0401, -0.0684], [0.0058, 0.0005, -0.0073], [-0.0099, 0.0044, 0.0174], [-0.0115, -0.0019, 0.0121], [0.0084, 0.0152, 0.0354], [0.0083, -0.0397, -0.0501], [0.0152, -0.0050, -0.0141], [0.0168, 0.0203, -0.0034], [-0.0292, -0.0487, -0.0122], [0.0140, 0.1272, 0.0731], [0.0610, -0.0505, -0.0455], [0.0042, 0.0089, 0.0056], [0.0106, 0.0192, 0.0012], [0.0115, 0.0488, 0.0082], [-0.0110, -0.0073, -0.0236], [-0.0248, -0.0445, 0.0041], [0.0130, 0.0062, -0.0147], [0.0031, -0.0063, 0.0201], [-0.0001, 0.0211, -0.0247], [0.0099, 0.0074, -0.0146], [-0.0914, 0.0100, -0.0565], [0.1091, 0.0580, 0.0939], [0.0617, 0.1212, 0.0376], [0.0733, -0.0563, -0.1726], [0.0055, 0.0187, 0.0258], [-0.0084, -0.0119, 0.0014], [0.0096, 0.0079, -0.0018], [-0.0030, 0.0124, 0.0251], [-0.0878, -0.0581, 0.0706], [-0.0062, 0.0002, 0.0060], [-0.0059, -0.0044, 0.0004], [0.0038, 0.0005, -0.0058], [0.0071, 0.0031, -0.0058]]}



No. 4
{"formula": "C2H16O5", "method": "ωB97M-V/def2-TZVPD", "e_lumo_ev": 0.20, "spin_multiplicity": 1, "energy_ha": -461.917472, "charge": 0, "orbital_gap_ev": 11.04, "smiles": "CC.O.O.O.O.O", "symbols": ["C", "C", "H", "H", "H", "H", "H", "H", "O", "H", "H", "O", "H", "H", "O", "H", "H", "O", "H", "H", "O", "H", "H"], "coordinates": [[0.5602, -2.5024, -1.6397], [0.1337, -1.2977, -0.7902], [1.0589, -3.2853, -1.0948], [1.2605, -2.3123, -2.4399], [-0.3154, -2.9607, -2.1540], [0.7383, -0.4213, -1.0158], [-0.9883, -1.0868, -1.0009], [0.2294, -1.4661, 0.3779], [-0.0811, -4.8258, -0.0517], [-0.3938, -3.9321, 0.3467], [-0.6169, -5.0975, -0.7800], [1.6698, 1.8301, -0.6251], [1.8005, 2.2551, 0.2510], [2.2622, 2.2970, -1.1789], [-2.4100, 1.7194, 0.4040], [-2.3536, 1.2045, -0.3712], [-2.9518, 1.0690, 0.9089], [1.4106, 2.8158, 2.6630], [0.9691, 2.3434, 1.7411], [1.0764, 3.6903, 2.4505], [-0.6767, 3.5128, 1.2457], [-1.0347, 3.4163, 2.0799], [-1.3474, 3.0339, 0.6733]], "atomic_forces_ev_per_a": [[-0.5250, -0.4921, -0.5744], [-1.3343, -0.1742, 1.4584], [-0.0543, -0.1116, 0.3494], [0.1414, 0.7968, -0.2824], [0.5177, 0.1789, 0.4611], [-0.2606, 0.1102, 0.1038], [1.8687, -0.0287, 0.4352], [-0.1825, 0.1698, -2.3224], [0.1273, 1.8221, 2.4727], [0.4637, -2.5485, -1.5115], [-0.8059, 0.2628, -0.5774], [-0.7662, -0.2855, 1.7037], [0.0328, -0.3672, -0.8995], [0.9373, 0.7143, -0.9918], [-1.5120, -0.9953, 1.5232], [0.6678, -0.5055, -2.0814], [0.4887, 1.1186, 0.2661], [-1.3888, -2.3201, -4.0330], [1.5097, 1.8198, 4.3343], [0.1025, 0.4105, 0.1903], [-0.0743, -0.0308, -3.7989], [-1.1220, -0.2843, 2.8810], [1.1684, 0.7400, 0.8934]]}



In the order shown, the computed energy above the lowest of the compared OMol25 structures with the same formula, charge and spin values come out to 187.78; 211.78; 0.00; 192.31 kJ/mol.